Entry from OMol25: a molecular structure, C22H45FeNO8P2S2 (ωB97M-V/def2-TZVPD).

- Energy: -4265.04205 Eh
- M: 633.53 g mol⁻¹
- E_LUMO (spin up / spin down): 0.4 / 0.4 eV
- Orbital gap (spin up / spin down): 6.11 / 6.27 eV
- Maximum force: 0.3 eV/A
- Multiplicity: 5

Each line ends with the Mulliken spin population.
Geometry (Å):
C1 -0.05 -4.63 -1.39  -0.016
H1 -3.04 -0.78 -1.37  0.003
C2 2.48 2.13 2.43  -0.004
H2 0.92 3.10 3.63  0.000
H3 4.97 4.13 3.22  0.000
C3 2.15 1.78 0.98  0.012
H4 -3.98 0.03 3.96  0.000
C4 4.03 3.87 2.74  0.000
C5 -2.76 -0.64 -4.22  -0.011
H5 -2.87 5.75 -2.51  0.000
H6 2.21 1.24 3.00  0.000
H7 -2.74 -2.93 -0.67  0.006
C6 1.77 -4.36 0.93  -0.010
H8 4.31 1.93 3.35  0.000
C7 -2.12 -2.98 1.98  0.004
H9 -4.14 4.53 -2.56  0.000
H10 0.17 -4.63 -2.46  0.001
H11 -3.50 -4.38 -0.02  0.000
O1 -3.02 2.75 -1.00  -0.005
H12 -0.52 0.52 -5.39  0.000
O2 -3.87 -1.32 1.35  -0.002
H13 2.39 -4.91 0.23  0.001
C8 -3.48 -2.75 1.35  0.002
H14 -2.24 0.16 3.64  0.000
C9 -3.43 1.76 2.79  0.001
H15 -2.50 -1.15 -5.15  0.000
C10 -3.57 -3.30 -0.06  -0.007
C11 -1.05 4.23 -1.02  0.001
H16 1.21 3.87 2.07  -0.002
C12 1.11 -3.16 0.27  -0.010
H17 4.02 4.35 1.76  0.000
O3 -2.85 1.55 -3.15  -0.001
H18 -3.03 4.63 -0.34  0.000
P1 -3.06 -0.07 0.87  0.038
C13 2.78 4.27 3.53  0.001
C14 0.29 -3.29 -0.79  -0.026
O4 -1.60 -0.13 1.16  -0.042
H19 -0.57 2.04 -4.48  0.000
S1 -0.48 -1.92 -1.61  0.121
C15 1.70 3.38 2.92  0.004
O5 -0.96 1.24 -1.43  -0.002
H20 -4.53 -3.03 -0.52  0.000
H21 -2.84 1.30 -5.13  0.000
H22 -0.29 0.50 -3.64  0.001
H23 -2.06 -2.54 2.97  -0.001
Fe1 0.05 -0.21 -0.10  3.747
H24 -2.58 4.21 -3.33  0.000
C16 -3.38 0.14 -0.88  0.013
C17 -0.83 0.98 -4.45  0.002
C18 -2.33 0.80 -4.30  -0.001
H25 3.97 1.81 0.75  0.000
H26 -0.78 5.29 -0.99  0.000
H27 1.03 -5.05 1.33  0.000
H28 2.40 -4.03 1.75  -0.002
S2 1.54 -1.60 1.00  0.100
O6 -3.81 1.13 1.53  0.000
H29 -3.84 -0.72 -4.09  0.000
C19 -3.15 0.72 3.86  -0.002
H30 -2.25 -1.17 -3.41  0.008
C20 -2.55 4.12 -1.17  0.000
H31 -1.31 -2.60 1.37  0.012
P2 -2.41 1.45 -1.64  0.024
H32 -1.13 -4.82 -1.30  0.003
H33 2.92 4.03 4.58  0.000
H34 2.54 5.33 3.45  0.000
N1 3.91 2.42 2.55  0.000
H35 -4.32 2.33 3.06  -0.001
O7 3.18 1.66 0.18  0.002
H36 -0.52 3.77 -1.86  0.000
O8 1.01 1.60 0.61  0.037
H37 -1.39 2.15 2.21  0.000
H38 -2.02 3.22 3.47  0.000
C21 -3.07 4.68 -2.48  0.000
H39 -0.70 3.74 -0.11  -0.002
H40 -4.26 -3.17 1.98  0.000
H41 -3.01 1.23 4.82  0.000
H42 0.48 -5.45 -0.93  0.000
H43 -1.99 -4.06 2.07  0.000
H44 -2.53 3.44 1.79  0.000
H45 -4.45 0.29 -1.06  0.000
C22 -2.26 2.70 2.55  0.002